1.
C3H9NO3 | wB97M-V/def2-TZVPD

Structure (XYZ):
```
16
C3H9NO3 | the OMol25 dataset | wB97M-V/def2-TZVPD
C -0.40 -1.03 -0.04
C 0.83 -0.37 -0.79
C 0.69 1.06 -1.26
O 1.13 1.86 -0.26
O 0.35 1.47 -2.33
N -0.01 -2.41 0.15
H -1.15 -0.91 -0.83
H -0.66 -0.45 0.85
H 1.30 -1.13 -1.40
H 1.57 -0.34 0.02
H 0.69 2.71 -0.13
H -0.70 -3.07 -0.20
H 0.14 -2.65 1.12
H -1.69 2.41 1.90
H -0.99 1.19 1.21
O -1.09 1.67 1.98
```

## Properties
Energy relative to the best compared isomer or geometry (same formula, charge and spin): 38.1 kcal per mole
HOMO-LUMO gap: 10.27 eV
LUMO: 0.020 Ha
E_HOMO: -9.7 eV

2.
C35H52CoN5O2S5 | wB97M-V/def2-TZVPD

Structure (XYZ):
```
100
C35H52CoN5O2S5 | the OMol25 dataset | wB97M-V/def2-TZVPD
Co 0.26 1.87 0.40
C 2.34 2.83 4.23
C 0.92 2.27 4.18
S 0.44 1.15 2.83
C 1.80 -0.03 2.78
C 3.04 0.37 1.98
S 2.67 1.33 0.48
C 3.73 2.81 0.61
C 4.06 3.39 1.98
S 2.67 4.05 2.93
H 3.09 2.04 4.18
H 2.47 3.35 5.17
H 0.19 3.08 4.12
H 0.73 1.72 5.11
H 1.33 -0.91 2.32
H 2.06 -0.28 3.80
H 3.56 -0.53 1.64
H 3.73 0.95 2.58
H 3.22 3.53 -0.02
H 4.67 2.53 0.13
H 4.72 4.25 1.81
H 4.61 2.70 2.61
O 0.39 0.60 -3.86
S 0.16 0.33 -2.47
O -0.97 -0.50 -2.15
N 0.13 1.71 -1.60
C -0.25 2.92 -2.21
C -0.78 3.10 -3.48
C -1.09 4.37 -3.99
C -0.94 5.50 -3.25
C -0.48 5.37 -1.92
C -0.39 6.48 -1.05
C -0.05 6.28 0.25
C 0.27 4.99 0.68
N 0.28 3.94 -0.11
C -0.12 4.10 -1.41
C 1.60 -0.56 -1.92
C 2.67 -0.67 -2.80
C 3.74 -1.48 -2.46
C 3.73 -2.20 -1.27
C 2.64 -2.10 -0.41
C 1.58 -1.27 -0.73
H -0.95 2.25 -4.12
H -1.48 4.44 -5.00
H -1.18 6.48 -3.64
H -0.64 7.46 -1.43
H -0.01 7.10 0.96
H 0.53 4.81 1.71
H 2.65 -0.12 -3.73
H 4.59 -1.57 -3.14
H 4.55 -2.86 -1.03
H 2.62 -2.68 0.51
H 0.72 -1.18 -0.07
C -4.04 1.07 -1.27
C -4.09 2.01 -0.05
C -4.94 1.40 1.08
C -4.62 3.40 -0.45
C -2.72 2.15 0.44
N -1.65 2.26 0.82
H -5.06 0.93 -1.64
H -3.61 0.11 -1.00
H -3.44 1.50 -2.07
H -5.95 1.23 0.71
H -4.99 2.07 1.94
H -4.51 0.45 1.40
H -5.64 3.30 -0.81
H -4.01 3.84 -1.24
H -4.62 4.08 0.40
C -1.08 -3.11 -3.96
C -0.55 -4.45 -3.45
C 0.10 -4.36 -2.06
C -0.91 -4.31 -0.90
N -1.14 -2.95 -0.41
C -1.27 -2.50 0.83
S -1.40 -0.79 1.09
N -1.25 -3.28 1.93
C -1.68 -4.67 2.18
C -0.73 -5.39 3.15
C 0.45 -6.09 2.47
C 1.50 -5.13 1.90
H -1.52 -3.22 -4.95
H -0.27 -2.37 -4.03
H -1.84 -2.69 -3.29
H 0.20 -4.83 -4.15
H -1.36 -5.18 -3.42
H 0.74 -3.48 -2.01
H 0.73 -5.23 -1.91
H -0.53 -4.91 -0.08
H -1.86 -4.75 -1.23
H -1.22 -2.22 -1.10
H -1.30 -2.71 2.76
H -1.77 -5.21 1.25
H -2.68 -4.64 2.62
H -1.31 -6.12 3.72
H -0.35 -4.65 3.87
H 0.08 -6.75 1.69
H 0.94 -6.73 3.21
H 1.07 -4.44 1.16
H 2.30 -5.68 1.41
H 1.94 -4.53 2.70
```

## Properties
Energy relative to the best compared isomer or geometry (same formula, charge and spin): 19.5 kcal per mole
HOMO-LUMO gap (alpha / beta): 6.79 / 7.69 eV
LUMO (alpha / beta): -0.112 / -0.079 Ha
Spin multiplicity: 2
Total charge: +1
<S²>: 0.76
E_HOMO (alpha / beta): -9.8 / -9.8 eV

3.
C33H26Cl2IrN7O3S3Te | wB97M-V/def2-TZVPD

Structure (XYZ):
```
76
C33H26Cl2IrN7O3S3Te | the OMol25 dataset | wB97M-V/def2-TZVPD
Ir -0.75 0.30 -0.39
Cl -0.09 2.96 -0.08
C -1.36 4.03 -0.56
C -1.06 5.35 -0.80
C -2.05 6.21 -1.23
C -3.34 5.75 -1.43
C -3.65 4.43 -1.15
Cl -5.25 3.85 -1.36
C -2.66 3.54 -0.70
S -3.11 1.92 -0.23
H -0.05 5.71 -0.63
H -1.81 7.25 -1.40
H -4.12 6.40 -1.78
O 9.67 -1.97 0.62
S 8.30 -1.76 1.00
O 7.39 -2.86 0.83
O 8.03 -0.85 2.08
C 7.66 -0.54 -0.33
N 8.51 0.21 -0.95
C 7.95 1.13 -1.74
C 6.58 1.24 -1.87
C 5.76 0.34 -1.15
N 6.38 -0.56 -0.35
C 4.33 0.31 -1.13
C 3.70 -0.55 -0.20
C 2.34 -0.53 -0.07
N 1.54 0.28 -0.80
C 2.13 1.05 -1.73
C 3.48 1.10 -1.93
H 8.63 1.78 -2.26
H 6.15 2.00 -2.51
H 4.31 -1.21 0.40
H 1.84 -1.18 0.63
H 1.46 1.65 -2.34
H 3.88 1.74 -2.70
N -0.97 -2.68 1.26
C -0.35 -2.96 0.10
C 0.19 -4.24 -0.14
C 0.84 -4.49 -1.32
C 0.93 -3.47 -2.27
C 0.38 -2.25 -1.97
N -0.24 -1.98 -0.81
H -1.20 -3.42 1.90
H -1.41 -1.78 1.38
H 0.09 -5.00 0.62
H 1.27 -5.45 -1.52
H 1.42 -3.63 -3.21
H 0.40 -1.44 -2.69
Te -2.67 0.44 -2.41
C -4.02 -1.02 -1.62
C -5.38 -0.75 -1.57
C -6.25 -1.71 -1.07
C -5.77 -2.93 -0.62
C -4.41 -3.20 -0.68
C -3.54 -2.25 -1.20
H -5.76 0.20 -1.91
H -7.31 -1.50 -1.03
H -6.45 -3.66 -0.23
H -4.02 -4.14 -0.33
H -2.49 -2.47 -1.27
N 1.16 1.34 2.31
C -0.08 1.05 2.70
N -0.98 0.48 1.94
C -2.17 0.29 2.62
C -3.32 -0.33 2.14
C -4.41 -0.47 2.98
C -4.38 0.01 4.28
C -3.25 0.64 4.78
C -2.16 0.76 3.94
S -0.59 1.43 4.32
H 1.48 1.05 1.40
H 1.81 1.75 2.96
H -3.36 -0.70 1.12
H -5.29 -0.97 2.62
H -5.24 -0.10 4.92
H -3.21 1.00 5.79
```

## Properties
HOMO-LUMO gap (alpha / beta): 2.86 / 3.01 eV
LUMO (alpha / beta): -0.217 / -0.212 Ha
Spin multiplicity: 2
Total charge: +1
<S²>: 0.83
E_HOMO (alpha / beta): -8.8 / -8.8 eV

4.
C25H55BIN2O13S5 | wB97M-V/def2-TZVPD

Structure (XYZ):
```
102
C25H55BIN2O13S5 | the OMol25 dataset | wB97M-V/def2-TZVPD
C 3.73 3.52 -0.54
C 2.80 2.24 -0.64
C 2.38 1.86 -2.12
N 0.93 1.60 -2.29
C 0.13 2.76 -2.14
C 0.63 4.16 -2.07
C -0.30 5.23 -1.88
N -1.69 5.07 -1.75
C -2.49 6.30 -1.52
I -3.40 6.34 0.48
C -3.52 6.63 -2.67
C -4.22 8.02 -2.28
C -2.19 3.78 -1.81
S -3.98 3.48 -1.59
C -1.36 2.58 -2.00
B -1.93 1.07 -2.06
O -1.69 0.32 -3.23
C -2.72 0.44 -0.80
C -1.68 -0.29 0.20
H 3.10 4.42 -0.28
H 4.49 3.44 0.29
H 4.23 3.74 -1.52
H 3.30 1.37 -0.14
H 1.85 2.50 -0.07
H 2.99 0.96 -2.42
H 2.67 2.66 -2.88
H 0.81 1.24 -3.25
H 1.72 4.39 -2.14
H 0.10 6.27 -1.82
H -1.76 7.16 -1.50
H -2.99 6.79 -3.66
H -4.33 5.88 -2.79
H -3.54 8.66 -1.64
H -5.10 7.77 -1.64
H -4.55 8.59 -3.20
H -4.35 2.50 -2.50
H -2.44 -0.28 -3.39
H -3.49 -0.32 -1.14
H -3.22 1.23 -0.17
H -0.81 0.41 0.32
H -1.39 -1.31 -0.17
H -2.21 -0.33 1.20
O -5.44 5.91 -6.92
S -4.74 5.51 -8.11
O -5.18 4.40 -8.90
O -3.18 5.32 -7.76
C -2.84 4.44 -6.69
C -2.94 2.99 -7.09
C -4.56 6.92 -9.17
H -3.46 4.65 -5.81
H -1.81 4.67 -6.41
H -3.97 2.70 -7.29
H -2.55 2.34 -6.30
H -2.38 2.80 -8.01
H -4.18 7.75 -8.59
H -5.54 7.16 -9.58
H -3.87 6.66 -9.98
O 0.40 -0.37 4.12
S -0.32 -1.60 4.34
O -1.69 -1.75 3.94
O -0.17 -2.03 5.88
C -0.54 -1.08 6.89
C -2.04 -0.99 7.05
C 0.62 -2.93 3.65
H -0.11 -0.10 6.67
H -0.10 -1.43 7.82
H -2.51 -0.55 6.16
H -2.30 -0.36 7.91
H -2.48 -1.98 7.19
H 1.65 -2.85 3.98
H 0.57 -2.85 2.56
H 0.18 -3.87 3.97
O 1.52 -5.08 1.02
S 2.21 -5.46 -0.18
O 1.78 -6.58 -0.96
O 3.77 -5.62 0.15
C 4.16 -6.49 1.22
C 4.09 -7.95 0.81
C 2.35 -4.05 -1.23
H 3.55 -6.30 2.11
H 5.19 -6.24 1.47
H 3.06 -8.26 0.64
H 4.51 -8.59 1.59
H 4.64 -8.12 -0.12
H 2.72 -3.21 -0.65
H 1.36 -3.83 -1.62
H 3.03 -4.29 -2.05
O 3.72 -6.62 4.41
S 4.34 -6.97 5.66
O 4.55 -8.34 6.03
O 3.57 -6.22 6.85
C 2.15 -6.39 6.96
C 1.79 -7.73 7.56
C 5.87 -6.11 5.81
H 1.67 -6.24 5.99
H 1.79 -5.59 7.61
H 2.05 -8.55 6.89
H 0.71 -7.78 7.76
H 2.33 -7.90 8.50
H 5.71 -5.06 5.57
H 6.57 -6.54 5.10
H 6.25 -6.22 6.82
```

## Properties
HOMO-LUMO gap: 8.20 eV
LUMO: -0.146 Ha
Total charge: +1
E_HOMO: -12.2 eV

5.
C36H28BrCrN7O4PS | wB97M-V/def2-TZVPD

Structure (XYZ):
```
79
C36H28BrCrN7O4PS | the OMol25 dataset | wB97M-V/def2-TZVPD
Cr -1.21 0.89 -0.05
O -5.07 0.09 -0.80
C -3.99 -0.32 -0.45
O -3.02 0.45 -0.08
C -3.74 -1.82 -0.41
C -4.91 -2.59 -0.49
C -4.87 -3.96 -0.39
C -3.64 -4.59 -0.30
C -2.48 -3.84 -0.25
C -2.51 -2.45 -0.29
P -0.83 -1.66 -0.26
C -0.06 -2.56 1.15
C -0.87 -2.73 2.28
C -0.35 -3.27 3.45
C 0.99 -3.64 3.51
C 1.77 -3.54 2.38
C 1.25 -3.00 1.21
C -0.14 -2.43 -1.80
C -0.40 -1.78 -3.02
C 0.01 -2.35 -4.22
C 0.71 -3.54 -4.23
C 0.97 -4.22 -3.05
C 0.55 -3.66 -1.85
H -5.83 -2.05 -0.61
H -5.77 -4.55 -0.40
H -3.58 -5.66 -0.27
H -1.53 -4.37 -0.14
H -1.93 -2.44 2.26
H -0.99 -3.41 4.31
H 1.44 -3.97 4.42
H 2.81 -3.87 2.44
H 1.92 -2.89 0.35
H -0.94 -0.84 -3.02
H -0.27 -1.88 -5.16
H 1.05 -3.95 -5.17
H 1.49 -5.17 -3.08
H 0.72 -4.20 -0.94
Br -1.93 3.99 2.35
C -1.82 4.17 0.47
C -1.81 5.48 0.01
C -1.71 5.73 -1.36
C -1.63 4.62 -2.18
C -1.65 3.36 -1.63
N -1.71 3.09 -0.32
C -1.54 2.18 -2.58
O -1.66 2.41 -3.76
O -1.28 1.05 -2.02
H -1.91 6.25 0.75
H -1.75 6.72 -1.77
H -1.57 4.68 -3.26
C 1.49 2.38 -2.04
C 1.63 2.59 -0.54
C 2.65 3.48 -0.12
C 2.86 3.73 1.20
C 2.08 3.04 2.16
C 2.32 3.19 3.56
C 1.60 2.46 4.47
C 0.58 1.63 4.01
C 0.29 1.49 2.66
S -1.15 0.60 2.24
C 1.10 2.17 1.69
N 0.84 1.98 0.34
H 2.49 2.36 -2.47
H 0.94 3.22 -2.49
H 0.97 1.44 -2.23
H 3.22 3.98 -0.88
H 3.63 4.40 1.55
H 3.09 3.90 3.89
H 1.78 2.54 5.55
H -0.03 1.08 4.70
N 4.70 0.61 1.40
N 3.86 0.16 0.39
N 4.22 -0.03 -0.85
C 3.11 -0.57 -1.35
N 2.15 -0.71 -0.42
N 2.67 -0.25 0.68
H 4.85 1.61 1.26
H 4.28 0.43 2.29
H 3.02 -0.86 -2.37
```

## Properties
Energy relative to the best compared isomer or geometry (same formula, charge and spin): 1.3 kcal per mole
HOMO-LUMO gap (alpha / beta): 7.02 / 7.15 eV
LUMO (alpha / beta): -0.013 / -0.018 Ha
Spin multiplicity: 4
<S²>: 3.80
E_HOMO (alpha / beta): -7.4 / -7.6 eV

6.
C2H6NO | wB97M-V/def2-TZVPD

Structure (XYZ):
```
10
C2H6NO | the OMol25 dataset | wB97M-V/def2-TZVPD
C -1.19 0.50 -0.25
C 0.23 0.44 0.24
N 0.86 -0.82 0.04
O -1.85 -0.42 -0.61
H -2.09 1.98 -0.03
H 0.69 1.21 -0.41
H 0.41 0.82 1.31
H 1.10 -1.55 0.87
H 1.71 -0.91 -0.59
H 0.12 -1.28 -0.57
```

## Properties
Energy relative to the best compared isomer or geometry (same formula, charge and spin): 27.5 kcal per mole
HOMO-LUMO gap (alpha / beta): 6.64 / 11.39 eV
LUMO (alpha / beta): -0.166 / -0.256 Ha
Spin multiplicity: 3
Total charge: +1
<S²>: 2.01
E_HOMO (alpha / beta): -11.2 / -18.3 eV

7.
C12H16F6N2O4 | wB97M-V/def2-TZVPD

Structure (XYZ):
```
40
C12H16F6N2O4 | the OMol25 dataset | wB97M-V/def2-TZVPD
C 23.70 5.96 -0.80
C 24.35 4.57 -0.99
O 24.16 3.85 0.25
C 24.57 2.58 0.37
O 25.12 2.01 -0.53
C 24.65 2.08 1.80
F 24.31 0.82 1.89
F 25.91 2.38 2.03
F 23.91 2.84 2.61
H 22.86 5.85 -0.12
H 23.38 6.44 -1.72
H 24.38 6.63 -0.26
H 25.41 4.75 -1.19
H 23.88 4.12 -1.87
C 27.23 9.45 -6.76
C 26.16 10.31 -7.47
O 26.42 11.70 -7.48
C 25.68 12.62 -8.12
O 24.65 12.40 -8.83
C 26.41 13.96 -8.22
F 26.81 14.10 -9.51
F 25.67 15.07 -7.97
F 27.57 13.97 -7.50
H 28.15 9.38 -7.34
H 27.00 8.40 -6.59
H 27.51 9.87 -5.80
H 25.27 10.07 -6.90
H 26.10 9.98 -8.51
C 30.87 4.39 0.56
C 30.50 5.41 -0.40
N 30.17 6.22 -1.16
H 31.33 3.60 -0.03
H 30.08 3.98 1.19
H 31.74 4.72 1.12
C 18.00 6.22 -3.91
C 17.32 6.65 -5.15
N 16.84 7.01 -6.19
H 18.61 7.07 -3.59
H 18.70 5.41 -4.14
H 17.33 5.91 -3.10
```

## Properties
Energy relative to the best compared isomer or geometry (same formula, charge and spin): 6.5 kcal per mole
HOMO-LUMO gap: 11.49 eV
LUMO: 0.009 Ha
E_HOMO: -11.3 eV